Computed, not measured: a 6-piece molecular cluster, C2H16O6 overall in a non-equilibrium geometry, with ωB97M-V/def2-TZVPD.

Results
- Kohn-Sham gap: 10.8 eV
- Relative energy (zero: lowest compared OMol25 entry of this formula, charge and spin): 16.07 kcal per mole
- Total charge: 0
- SMILES: CCO.O.O.O.O.O
- M: 136.1 Da
- HOMO energy: -10.46 eV
- Total energy: -14618.48868 eV

Cartesian coordinates (Å):
C: 0.093 -3.373 1.335
C: -0.664 -2.513 2.325
O: -0.864 -1.187 1.786
H: -0.415 -3.405 0.372
H: 1.097 -2.973 1.180
H: 0.140 -4.416 1.652
H: -0.060 -2.429 3.229
H: -1.690 -2.845 2.392
H: -0.009 -0.828 1.522
O: 2.082 2.107 -0.852
H: 2.509 2.575 -1.577
H: 1.208 1.887 -1.200
O: -1.998 0.028 -4.206
H: -2.011 0.987 -4.298
H: -1.321 -0.030 -3.519
O: -0.365 1.735 -2.449
H: -0.838 1.919 -1.613
H: -0.358 2.674 -2.687
O: 1.497 2.461 1.737
H: 2.154 2.586 1.029
H: 1.789 1.803 2.369
O: -0.500 1.005 0.144
H: -1.322 0.643 0.498
H: -0.154 1.590 0.832

***

Computed, not measured: an isolated molecule of C16H32O4S3 in a non-equilibrium geometry, with ωB97M-V/def2-TZVPD.

Results
- Kohn-Sham gap: 9.7 eV
- Relative energy (zero: lowest compared OMol25 entry of this formula, charge and spin): 4.37 kcal per mole
- Total charge: 0
- M: 384.6 Da
- HOMO energy: -9.14 eV
- Total energy: -57805.22512 eV

Cartesian coordinates (Å):
C: 6.863 0.891 -2.365
C: 6.379 1.163 -0.945
C: 5.218 0.248 -0.561
C: 4.723 0.472 0.870
C: 3.887 1.742 1.050
C: 2.489 1.600 0.471
H: 2.514 1.306 -0.574
H: 1.908 2.513 0.585
S: 1.605 0.310 1.464
O: 0.562 1.036 2.200
C: 0.665 -0.456 0.030
C: 1.565 -1.420 -0.685
H: 2.561 -1.040 -0.887
H: 1.114 -1.827 -1.587
S: 1.709 -2.738 0.564
O: 1.705 -4.044 -0.029
O: 2.802 -2.411 1.439
C: 0.120 -2.414 1.422
C: -0.460 -1.237 0.679
H: -1.027 -0.572 1.332
S: -1.578 -1.896 -0.693
O: -1.446 -0.944 -1.799
C: -3.186 -1.486 0.134
C: -3.471 0.003 0.081
C: -4.896 0.357 0.514
C: -5.955 -0.048 -0.510
C: -7.375 0.319 -0.075
C: -7.631 1.822 -0.052
H: -8.676 2.021 0.175
H: -7.401 2.261 -1.020
H: -7.023 2.313 0.703
H: -7.568 -0.098 0.916
H: -8.080 -0.145 -0.770
H: -5.916 -1.127 -0.668
H: -5.735 0.435 -1.464
H: -4.940 1.436 0.662
H: -5.113 -0.120 1.473
H: -3.303 0.343 -0.943
H: -2.769 0.536 0.727
H: -3.936 -2.045 -0.422
H: -3.128 -1.876 1.148
H: 0.350 -2.188 2.460
H: -0.484 -3.314 1.348
H: 0.261 0.333 -0.608
H: 4.393 2.592 0.586
H: 3.793 1.957 2.117
H: 4.137 -0.391 1.192
H: 5.594 0.531 1.526
H: 5.546 -0.789 -0.656
H: 4.404 0.400 -1.275
H: 7.204 1.008 -0.246
H: 6.071 2.208 -0.868
H: 7.192 -0.141 -2.464
H: 7.696 1.543 -2.617
H: 6.063 1.065 -3.082

***

Computed, not measured: C22H52AlFNO18S8 as an isolated structure in a non-equilibrium geometry, with ωB97M-V/def2-TZVPD.

Results
- Kohn-Sham gap: 6.8 eV
- Relative energy (zero: lowest compared OMol25 entry of this formula, charge and spin): 0.00 kcal per mole
- Total charge: -1
- M: 921.2 Da
- HOMO energy: -5.14 eV
- Total energy: -157998.32490 eV

Cartesian coordinates (Å):
C: 1.334 1.567 4.010
C: 1.080 0.550 3.196
C: 0.634 -0.742 2.311
Al: 0.662 -0.309 0.274
F: 1.574 1.285 -0.066
S: -1.532 -0.130 -0.470
N: 1.416 -1.855 -0.590
C: 2.328 -1.361 -1.399
S: 3.805 -1.277 -2.234
H: 1.371 2.175 4.995
H: 1.275 -1.676 2.544
H: -0.489 -0.901 2.557
H: -2.334 -0.909 0.376
O: -4.940 -0.699 -0.076
S: -5.840 0.244 -0.686
O: -5.503 1.637 -0.833
O: -7.289 0.133 0.036
C: -7.355 0.263 1.452
C: -7.251 1.714 1.883
C: -6.329 -0.383 -2.268
H: -6.588 -0.349 1.935
H: -8.326 -0.133 1.762
H: -6.255 2.115 1.676
H: -7.437 1.813 2.956
H: -7.969 2.333 1.339
H: -6.638 -1.423 -2.155
H: -5.469 -0.318 -2.936
H: -7.147 0.226 -2.653
O: -5.946 3.867 -5.773
S: -4.531 4.123 -5.691
O: -3.576 3.071 -5.446
O: -4.272 5.318 -4.628
C: -4.805 5.188 -3.311
C: -3.969 4.252 -2.460
C: -4.030 5.006 -7.143
H: -5.850 4.865 -3.346
H: -4.791 6.186 -2.864
H: -4.037 3.224 -2.823
H: -4.308 4.267 -1.422
H: -2.913 4.537 -2.494
H: -4.715 5.838 -7.305
H: -4.071 4.317 -7.987
H: -3.009 5.364 -7.004
O: 2.072 2.375 -7.968
S: 0.992 3.328 -7.983
O: 0.026 3.368 -9.051
O: 1.601 4.817 -7.775
C: 2.635 5.258 -8.650
C: 2.083 5.670 -10.002
C: 0.123 3.228 -6.442
H: 3.408 4.490 -8.756
H: 3.104 6.124 -8.176
H: 1.692 4.808 -10.546
H: 2.863 6.131 -10.613
H: 1.258 6.379 -9.884
H: 0.845 3.253 -5.626
H: -0.428 2.287 -6.426
H: -0.571 4.066 -6.373
O: -3.630 -1.826 -4.228
S: -3.710 -3.216 -4.598
O: -3.992 -4.249 -3.634
O: -2.373 -3.620 -5.419
C: -1.103 -3.360 -4.821
C: -0.764 -4.390 -3.760
C: -4.852 -3.379 -5.944
H: -1.066 -2.345 -4.413
H: -0.359 -3.413 -5.621
H: -1.431 -4.299 -2.899
H: 0.262 -4.258 -3.408
H: -0.880 -5.404 -4.153
H: -4.611 -2.636 -6.703
H: -5.856 -3.206 -5.555
H: -4.778 -4.388 -6.349
O: 3.574 -0.552 8.964
S: 3.906 0.441 7.973
O: 2.982 0.823 6.938
O: 5.322 0.051 7.290
C: 5.470 -1.249 6.724
C: 4.788 -1.348 5.372
C: 4.457 1.906 8.803
H: 5.101 -2.017 7.411
H: 6.543 -1.420 6.596
H: 3.702 -1.279 5.473
H: 5.022 -2.301 4.891
H: 5.104 -0.532 4.717
H: 5.199 1.631 9.553
H: 3.592 2.367 9.282
H: 4.882 2.589 8.067
O: 7.588 -4.061 10.604
S: 7.490 -4.638 9.287
O: 6.684 -4.044 8.252
O: 7.090 -6.202 9.426
C: 5.930 -6.544 10.180
C: 4.658 -6.288 9.394
C: 9.126 -4.884 8.653
H: 5.918 -6.013 11.137
H: 6.001 -7.612 10.406
H: 4.504 -5.218 9.234
H: 3.788 -6.678 9.928
H: 4.711 -6.757 8.408
H: 9.728 -5.383 9.412
H: 9.548 -3.905 8.423
H: 9.066 -5.486 7.746

***

Computed, not measured: C56H69ClN6O6PPbS2 as an isolated structure in a non-equilibrium geometry, with ωB97M-V/def2-TZVPD.

Results
- Kohn-Sham gap: 4.9 eV
- Total charge: +1
- M: 1260.0 Da
- HOMO energy: -9.72 eV
- Total energy: -129144.64467 eV

Cartesian coordinates (Å):
Pb: -0.410 -0.234 0.056
C: -0.042 -2.791 -6.265
C: 0.866 -2.161 -5.204
C: 0.316 -2.316 -3.824
C: 0.416 -3.374 -2.988
C: 1.147 -4.664 -3.173
C: 2.317 -4.792 -2.193
C: -0.291 -2.993 -1.760
N: -0.745 -1.771 -1.818
C: -0.464 -1.296 -3.111
C: -1.021 -0.179 -3.610
C: -1.889 0.758 -2.898
C: -2.745 1.739 -3.570
C: -2.952 1.807 -5.048
C: -3.803 0.645 -5.566
C: -3.346 2.443 -2.582
C: -2.869 1.878 -1.315
C: -3.223 2.298 -0.085
C: -2.961 1.630 1.186
N: -2.452 0.438 1.266
C: -2.687 -0.022 2.575
C: -2.522 -1.305 2.946
C: -2.132 -2.418 2.082
N: -1.409 -2.316 1.005
C: -1.291 -3.610 0.465
C: -0.661 -3.913 -0.685
C: -1.969 -4.557 1.369
C: -2.517 -3.817 2.357
C: -3.401 -4.253 3.481
C: -2.609 -4.627 4.738
C: -2.081 -6.027 1.130
C: -0.880 -6.798 1.688
C: -3.309 1.072 3.348
C: -3.477 2.098 2.490
C: -4.039 3.461 2.726
C: -5.549 3.524 2.477
C: -3.719 0.977 4.781
C: -2.533 0.990 5.746
N: -1.947 0.853 -1.600
C: -4.392 3.503 -2.686
C: -5.796 2.967 -2.389
H: 0.308 -2.550 -7.269
H: -1.067 -2.429 -6.166
H: -0.063 -3.876 -6.165
H: 1.014 -1.101 -5.421
H: 1.857 -2.619 -5.242
H: 1.516 -4.725 -4.198
H: 0.457 -5.504 -3.047
H: 3.030 -3.980 -2.344
H: 2.838 -5.739 -2.329
H: 1.980 -4.738 -1.155
H: -0.864 0.027 -4.662
H: -1.985 1.812 -5.559
H: -3.431 2.754 -5.301
H: -3.847 0.646 -6.654
H: -4.822 0.714 -5.184
H: -3.399 -0.318 -5.245
H: -3.852 3.175 -0.023
H: -2.820 -1.574 3.953
H: -0.529 -4.964 -0.913
H: -4.001 -5.104 3.156
H: -4.107 -3.453 3.717
H: -1.963 -5.484 4.548
H: -3.279 -4.883 5.558
H: -1.975 -3.801 5.066
H: -2.172 -6.217 0.058
H: -3.001 -6.396 1.588
H: 0.045 -6.503 1.187
H: -1.010 -7.870 1.549
H: -0.755 -6.606 2.754
H: -3.507 4.161 2.078
H: -3.822 3.758 3.753
H: -5.797 3.227 1.456
H: -5.923 4.535 2.630
H: -6.087 2.857 3.151
H: -4.301 0.061 4.924
H: -4.393 1.804 5.010
H: -1.826 0.192 5.514
H: -2.869 0.854 6.774
H: -1.998 1.938 5.686
H: -4.372 3.930 -3.690
H: -4.152 4.319 -1.999
H: -6.033 2.124 -3.039
H: -6.545 3.742 -2.549
H: -5.879 2.621 -1.358
C: 1.280 -2.895 2.745
C: 2.261 -2.625 1.653
N: 2.054 -1.792 0.674
C: 3.145 -1.719 -0.161
C: 4.187 -2.522 0.195
S: 3.801 -3.387 1.613
C: 3.161 -0.784 -1.291
C: 4.187 -0.668 -2.180
S: 3.871 0.608 -3.267
C: 2.368 0.907 -2.479
N: 2.128 0.107 -1.479
C: 1.462 1.999 -2.926
H: 0.640 -2.022 2.864
H: 1.789 -3.091 3.688
H: 0.656 -3.761 2.509
H: 5.148 -2.625 -0.280
H: 5.096 -1.243 -2.234
H: 2.027 2.871 -3.255
H: 0.824 2.287 -2.089
H: 0.849 1.666 -3.768
C: 1.254 0.808 5.128
O: 2.157 1.161 4.090
P: 1.561 1.137 2.550
O: 2.862 1.776 1.830
C: 4.127 1.138 1.987
O: 0.527 2.342 2.545
C: 0.840 3.712 2.847
H: 1.649 1.210 6.059
H: 1.167 -0.279 5.220
H: 0.263 1.233 4.954
H: 4.018 0.080 2.246
H: 4.694 1.633 2.774
H: 4.658 1.219 1.039
H: -0.078 4.269 2.686
H: 1.607 4.070 2.166
H: 1.185 3.801 3.879
C: -0.180 7.214 0.049
C: 1.060 6.407 0.315
C: 1.853 6.709 1.420
C: 3.042 6.043 1.649
Cl: 3.994 6.447 3.048
C: 3.489 5.061 0.781
C: 2.693 4.729 -0.299
C: 1.483 5.377 -0.524
O: 0.781 4.957 -1.631
C: -0.574 4.543 -1.462
C: -0.782 3.640 -0.230
O: -1.565 4.069 0.650
O: -0.182 2.546 -0.221
H: -0.056 8.225 0.436
H: -1.050 6.763 0.532
H: -0.379 7.286 -1.019
H: 1.540 7.490 2.102
H: 4.424 4.552 0.964
H: 2.988 3.944 -0.983
H: -0.778 3.973 -2.371
H: -1.257 5.390 -1.405